Record 1
Formula: C33H24KN2O3PS3
Source: OMol25
Level of theory: ωB97M-V/def2-TZVPD

Geometry as XYZ:
```
67
Properties=species:S:1:pos:R:3:mulliken_charge:R:1
K -0.215 -0.248 -0.232 1.03
S 2.967 0.886 0.187 -0.39
C 2.029 2.297 0.189 0.17
N 0.757 2.405 -0.113 -0.21
C 0.302 3.694 0.033 -0.77
C -1.026 4.090 -0.150 -0.44
C -1.374 5.413 0.062 -0.57
C -0.418 6.352 0.455 -0.40
C 0.901 5.973 0.650 -0.49
C 1.258 4.648 0.444 0.99
S 2.780 3.843 0.654 -0.31
H -1.761 3.344 -0.425 0.45
H -2.404 5.722 -0.069 0.37
H -0.712 7.383 0.617 0.35
H 1.638 6.701 0.969 0.38
O -1.854 -1.654 1.205 -0.64
S -2.936 -0.669 1.184 1.33
O -4.261 -1.218 0.988 -0.82
O -2.621 0.463 0.313 -0.74
C -2.972 0.030 2.855 -0.27
C -4.218 0.100 3.465 -0.52
C -4.365 0.635 4.735 -0.56
C -3.249 1.096 5.415 -0.70
C -2.002 1.017 4.815 0.01
C -1.837 0.488 3.532 -0.32
P -0.151 0.414 2.784 0.72
C 0.681 1.730 3.738 -0.04
C 0.372 3.045 3.396 -0.20
C 0.999 4.106 4.028 -0.54
C 1.957 3.867 5.003 -0.61
C 2.281 2.562 5.343 -0.66
C 1.647 1.497 4.716 -0.21
C 0.517 -1.127 3.496 0.49
C 1.715 -1.590 2.947 -0.08
C 2.249 -2.804 3.349 -0.74
C 1.586 -3.575 4.295 -0.47
C 0.389 -3.127 4.834 -0.64
C -0.146 -1.909 4.436 -0.26
H -5.069 -0.275 2.912 0.54
H -5.348 0.689 5.187 0.36
H -3.341 1.514 6.410 0.40
H -1.134 1.373 5.354 0.43
H -0.358 3.242 2.618 0.44
H 0.752 5.119 3.732 0.43
H 2.460 4.697 5.485 0.35
H 3.037 2.366 6.094 0.39
H 1.910 0.480 4.980 0.35
H 2.214 -1.007 2.179 0.09
H 3.164 -3.160 2.893 0.41
H 1.990 -4.536 4.590 0.34
H -0.146 -3.735 5.553 0.36
H -1.094 -1.583 4.843 0.33
C 0.518 -3.391 -0.769 -1.64
C 1.639 -4.140 -0.984 1.27
C 2.324 -4.842 0.084 -0.58
C 3.409 -5.633 -0.137 -0.44
C 3.953 -5.815 -1.437 0.25
C 3.321 -5.117 -2.497 -0.48
C 2.235 -4.322 -2.290 -0.82
C 5.057 -6.650 -1.661 0.25
N 5.967 -7.348 -1.848 -0.72
H 0.055 -3.331 0.208 0.30
H -0.023 -2.967 -1.611 0.30
H 1.937 -4.734 1.091 0.35
H 3.872 -6.144 0.702 0.38
H 3.716 -5.220 -3.502 0.37
H 1.789 -3.805 -3.133 0.27
```

As for the multiplicity: 1. The calculation puts the highest occupied orbital energy at -0.02457 hartree. For the gap between HOMO and LUMO, the calculation gives 0.170 hartree. The relative energy (zero: lowest compared OMol25 entry of this formula, charge and spin) is 0.00 kcal per mole. Its charge is -2.

***

Record 2
Formula: C40H128N10O19
Source: OMol25
Level of theory: ωB97M-V/def2-TZVPD

Geometry as XYZ:
```
197
Properties=species:S:1:pos:R:3:mulliken_charge:R:1
O 5.155 23.557 -22.662 -0.63
H 4.384 23.467 -22.103 0.32
H 4.803 23.616 -23.550 0.31
O 6.507 25.340 -18.804 -0.64
H 6.905 24.591 -18.361 0.32
H 6.477 25.086 -19.726 0.32
O 6.147 19.213 -13.295 -0.63
H 6.765 18.487 -13.215 0.31
H 6.486 19.738 -14.020 0.33
O 4.473 28.647 -16.184 -0.65
H 4.768 28.160 -16.953 0.32
H 3.703 28.168 -15.877 0.32
O 0.481 26.187 -14.080 -0.64
H 0.801 25.288 -14.003 0.32
H -0.386 26.169 -13.675 0.31
O 6.544 17.313 -25.753 -0.65
H 6.304 17.486 -24.842 0.33
H 5.846 16.747 -26.081 0.32
O 1.753 21.429 -13.736 -0.64
H 1.134 20.735 -13.962 0.31
H 2.502 20.970 -13.358 0.32
O 9.232 21.667 -16.354 -0.64
H 9.999 22.099 -15.978 0.32
H 9.590 21.075 -17.016 0.32
O 10.573 18.745 -20.020 -0.63
H 10.720 18.596 -20.954 0.32
H 11.379 18.445 -19.600 0.32
C -1.461 12.473 -25.247 -1.30
C -0.597 12.988 -24.089 0.18
C -0.540 11.954 -22.916 -0.55
O 0.210 12.440 -21.775 -0.31
C -0.279 11.839 -20.591 -0.73
N 0.737 13.191 -24.685 -0.74
H -2.530 12.345 -25.078 0.38
H -1.019 11.582 -25.693 0.31
H -1.583 13.280 -25.970 0.35
H -0.977 13.931 -23.697 0.33
H -0.015 11.032 -23.166 0.29
H -1.578 11.886 -22.591 0.34
H -1.316 12.118 -20.402 0.29
H 0.249 12.105 -19.675 0.29
H -0.248 10.752 -20.657 0.30
H 1.390 13.461 -23.964 0.31
H 0.982 12.239 -24.915 0.28
C -5.103 30.385 -24.708 -1.51
C -4.394 29.007 -24.703 0.50
C -3.478 28.725 -23.452 -0.78
O -2.526 29.770 -23.220 -0.30
C -1.833 29.608 -22.007 -0.82
N -5.487 28.020 -24.729 -0.72
H -4.348 31.131 -24.959 0.37
H -5.526 30.701 -23.755 0.35
H -5.885 30.449 -25.465 0.43
H -3.756 28.980 -25.586 0.29
H -2.965 27.786 -23.657 0.35
H -4.226 28.743 -22.659 0.34
H -1.346 28.634 -21.970 0.32
H -2.283 29.733 -21.022 0.32
H -0.934 30.224 -22.038 0.30
H -5.110 27.376 -24.049 0.28
H -6.289 28.394 -24.242 0.29
C -1.259 17.771 -10.332 -1.40
C -2.534 17.117 -10.822 0.67
C -2.604 17.132 -12.396 -0.81
O -2.216 18.376 -12.988 -0.31
C -3.169 19.413 -12.908 -0.69
N -2.641 15.773 -10.215 -0.74
H -1.355 17.918 -9.256 0.41
H -1.080 18.800 -10.643 0.33
H -0.406 17.109 -10.485 0.36
H -3.412 17.661 -10.473 0.21
H -3.599 16.829 -12.722 0.32
H -1.939 16.404 -12.860 0.32
H -3.196 19.686 -11.853 0.29
H -4.152 19.132 -13.284 0.29
H -2.685 20.256 -13.401 0.24
H -3.626 15.603 -10.071 0.28
H -2.272 15.804 -9.275 0.24
C 5.669 12.850 -10.884 -1.35
C 5.903 12.305 -12.273 0.40
C 7.345 12.687 -12.599 -0.66
O 7.468 14.072 -12.695 -0.25
C 8.755 14.501 -12.921 -0.79
N 5.558 10.882 -12.387 -0.70
H 4.640 12.678 -10.568 0.39
H 5.737 13.937 -10.841 0.34
H 6.294 12.390 -10.119 0.30
H 5.202 12.665 -13.026 0.31
H 7.666 12.320 -13.573 0.36
H 8.011 12.166 -11.911 0.32
H 8.794 15.540 -12.594 0.24
H 9.032 14.502 -13.976 0.30
H 9.555 13.984 -12.391 0.33
H 5.687 10.411 -13.271 0.24
H 6.195 10.404 -11.766 0.23
C 11.066 6.513 -22.808 -1.44
C 10.714 6.842 -24.243 0.58
C 9.635 7.915 -24.427 -0.80
O 9.854 9.041 -23.573 -0.32
C 8.985 10.155 -23.942 -0.77
N 11.950 7.246 -24.955 -0.73
H 11.697 5.656 -22.574 0.39
H 10.122 6.278 -22.316 0.33
H 11.535 7.405 -22.391 0.35
H 10.379 5.878 -24.628 0.20
H 8.604 7.625 -24.225 0.47
H 9.715 8.107 -25.497 0.38
H 9.326 10.638 -24.858 0.30
H 8.829 10.859 -23.125 0.26
H 7.981 9.768 -24.116 0.31
H 12.240 8.212 -24.896 0.25
H 12.712 6.756 -24.510 0.24
C 14.341 14.183 -21.273 -1.32
C 14.259 13.858 -19.761 0.41
C 14.983 14.916 -18.912 -0.81
O 14.352 16.192 -18.966 -0.25
C 15.008 17.176 -18.205 -0.82
N 12.830 13.737 -19.523 -0.75
H 15.325 14.430 -21.671 0.35
H 13.730 15.069 -21.447 0.31
H 13.868 13.355 -21.802 0.37
H 14.814 12.939 -19.575 0.25
H 16.006 15.004 -19.279 0.39
H 15.144 14.555 -17.896 0.41
H 14.658 18.165 -18.501 0.24
H 16.093 17.221 -18.302 0.32
H 14.823 17.029 -17.141 0.34
H 12.442 13.230 -20.306 0.29
H 12.435 14.660 -19.635 0.28
C 4.564 17.398 -18.952 -1.43
C 3.921 18.510 -19.850 0.39
C 3.250 19.673 -19.045 -0.75
O 2.659 20.731 -19.839 -0.33
C 1.988 21.557 -18.998 -0.75
N 5.056 19.015 -20.636 -0.65
H 5.337 17.800 -18.297 0.36
H 5.144 16.605 -19.425 0.40
H 3.791 16.949 -18.329 0.35
H 3.173 18.078 -20.515 0.28
H 4.058 20.140 -18.481 0.32
H 2.550 19.239 -18.331 0.43
H 1.438 22.310 -19.563 0.27
H 2.669 22.062 -18.314 0.32
H 1.243 21.004 -18.426 0.31
H 4.943 20.007 -20.790 0.23
H 5.855 19.090 -20.022 0.26
C -8.992 18.100 -19.708 -1.42
C -7.926 18.099 -20.759 0.35
C -6.563 17.893 -20.091 -0.84
O -5.484 18.145 -21.019 -0.34
C -4.305 17.742 -20.311 -0.75
N -8.141 17.068 -21.763 -0.76
H -9.961 17.935 -20.180 0.37
H -9.027 18.930 -19.001 0.36
H -8.653 17.271 -19.087 0.32
H -7.845 19.062 -21.262 0.38
H -6.563 16.888 -19.668 0.35
H -6.491 18.550 -19.224 0.41
H -4.333 16.715 -19.946 0.32
H -4.057 18.443 -19.514 0.29
H -3.457 17.669 -20.991 0.30
H -7.192 17.160 -22.096 0.36
H -8.165 16.236 -21.190 0.30
C 10.859 27.197 -25.214 -1.31
C 11.292 25.776 -25.658 0.40
C 12.721 25.943 -26.182 -0.65
O 12.618 26.573 -27.432 -0.31
C 13.775 27.253 -27.965 -0.81
N 11.232 24.891 -24.564 -0.74
H 11.445 27.599 -24.388 0.35
H 9.831 27.237 -24.855 0.34
H 10.903 27.911 -26.037 0.32
H 10.718 25.416 -26.512 0.27
H 13.067 24.953 -26.480 0.34
H 13.388 26.474 -25.503 0.36
H 13.995 28.179 -27.435 0.32
H 13.665 27.594 -28.995 0.28
H 14.717 26.710 -27.889 0.32
H 10.291 24.547 -24.442 0.27
H 11.554 23.970 -24.827 0.26
C 4.609 3.682 -15.846 -1.32
C 3.566 4.745 -16.173 0.66
C 4.061 5.821 -17.158 -0.94
O 5.159 6.571 -16.679 -0.32
C 5.589 7.641 -17.555 -0.81
N 2.469 4.067 -16.776 -0.69
H 5.589 4.154 -15.778 0.31
H 4.846 3.037 -16.692 0.38
H 4.286 3.081 -14.996 0.35
H 3.194 5.345 -15.343 0.24
H 3.290 6.559 -17.379 0.37
H 4.306 5.442 -18.151 0.40
H 6.592 7.980 -17.298 0.28
H 4.934 8.507 -17.649 0.31
H 5.766 7.328 -18.585 0.33
H 2.152 3.458 -16.035 0.26
H 1.793 4.748 -17.090 0.22
```

As for the multiplicity: 1. The calculation puts the highest occupied orbital energy at -0.33546 hartree. For the gap between HOMO and LUMO, the calculation gives 0.338 hartree. The relative energy (zero: lowest compared OMol25 entry of this formula, charge and spin) is 102.12 kcal per mole.

***

Record 3
Formula: CH3N3O2S2
Source: OMol25
Level of theory: ωB97M-V/def2-TZVPD

Geometry as XYZ:
```
11
Properties=species:S:1:pos:R:3:mulliken_charge:R:1
C -0.136 0.483 -0.586 0.44
N -0.790 0.155 0.511 -0.41
N 1.048 0.036 -0.876 -0.27
N 0.944 -2.897 -0.668 0.69
O -0.256 -2.824 -0.528 -0.40
O 1.684 -3.773 -1.036 -0.45
S -0.876 1.526 -1.657 -0.44
S 2.130 -1.038 -0.024 0.09
H -0.616 -0.760 0.941 0.23
H -1.755 0.249 0.781 0.26
H 1.398 0.706 -1.578 0.25
```

As for the multiplicity: 1. The calculation puts the highest occupied orbital energy (spin up / spin down) at -0.31747 / -0.31735 hartree. For the gap between HOMO and LUMO (spin up / spin down), the calculation gives 0.230 / 0.229 hartree. The relative energy (zero: lowest compared OMol25 entry of this formula, charge and spin) is 47.47 kcal per mole.

***

Record 4
Formula: C4H9N2S
Source: OMol25
Level of theory: ωB97M-V/def2-TZVPD

Geometry as XYZ:
```
16
Properties=species:S:1:pos:R:3:mulliken_charge:R:1
C -0.791 0.300 0.241 0.76
C -0.301 -0.200 1.547 -0.56
C 0.734 -1.338 -0.696 -0.08
C -1.808 1.383 0.246 -1.30
N -0.414 -0.156 -0.915 -0.76
N 1.907 -0.364 -1.151 -0.40
S 0.774 -1.637 1.088 -0.10
H 0.276 0.491 2.149 0.38
H -1.118 -0.539 2.167 0.40
H 0.722 -2.234 -1.413 0.40
H -1.762 2.047 -0.581 0.41
H -2.015 1.759 1.246 0.35
H -2.643 0.927 -0.137 0.39
H 1.505 0.541 -1.508 0.39
H 2.369 -0.828 -1.956 0.35
H 2.564 -0.152 -0.326 0.38
```

The SMILES is CC1=N[C@@H]([NH3+])SC1. As for the multiplicity: 1. The calculation puts the highest occupied orbital energy at -0.50793 hartree. For the gap between HOMO and LUMO, the calculation gives 0.379 hartree. The relative energy (zero: lowest compared OMol25 entry of this formula, charge and spin) is 51.01 kcal per mole. Its charge is +1.

***

Record 5
Formula: C5H12N2O
Source: OMol25
Level of theory: ωB97M-V/def2-TZVPD

Geometry as XYZ:
```
20
Properties=species:S:1:pos:R:3:mulliken_charge:R:1
C 0.291 -1.973 -0.735 -0.34
N 2.202 0.514 -0.462 -0.26
C 1.648 0.358 0.822 -0.26
C 1.636 1.654 -1.099 -0.57
C -0.319 -2.255 0.448 -0.42
N -2.005 0.235 -0.812 -0.69
C -2.176 0.632 0.447 0.13
O -1.323 0.524 1.350 -0.65
H 0.827 -1.013 -0.750 0.17
H 0.345 -2.662 -1.567 0.28
H 2.053 -0.515 1.352 0.30
H 1.987 1.113 1.539 0.36
H 0.511 0.261 0.731 0.01
H 1.391 2.525 -0.464 0.30
H 2.336 2.054 -1.847 0.32
H 0.777 1.362 -1.709 0.22
H -0.308 -3.092 1.149 0.28
H -1.171 -1.633 0.697 0.20
H -1.183 0.627 -1.267 0.22
H -3.182 1.017 0.663 0.41
```

As for the multiplicity: 1. The calculation puts the highest occupied orbital energy at -0.28431 hartree. For the gap between HOMO and LUMO, the calculation gives 0.157 hartree. The relative energy (zero: lowest compared OMol25 entry of this formula, charge and spin) is 245.68 kcal per mole.

***

Record 6
Formula: C4H13N2O2
Source: OMol25
Level of theory: ωB97M-V/def2-TZVPD

Geometry as XYZ:
```
21
Properties=species:S:1:pos:R:3:mulliken_charge:R:1
C -0.698 0.430 0.509 -0.56
O -1.211 1.386 1.376 -0.69
C 0.678 0.883 -0.101 0.28
C 1.122 0.074 -1.386 -0.90
C 0.399 -1.278 -1.492 -0.60
N -0.787 -1.277 -2.459 -0.73
N 1.751 0.817 0.896 -0.83
H -1.466 0.173 -0.224 0.05
H -0.503 -0.454 1.160 0.32
H 0.479 1.965 -0.296 0.28
H 0.897 0.575 -2.338 0.37
H 2.113 -0.208 -1.042 0.42
H 1.070 -1.915 -2.045 0.34
H 0.117 -1.622 -0.518 0.42
H -1.520 -1.710 -1.912 0.29
H -1.052 -0.330 -2.702 0.25
H 1.614 1.535 1.599 0.31
H 1.552 -0.029 1.434 0.30
H -1.585 0.361 4.003 0.18
H -1.535 0.799 2.327 0.46
O -1.433 -0.174 3.210 -0.96
```

As for the multiplicity: 1. The calculation puts the highest occupied orbital energy at -0.14087 hartree. For the gap between HOMO and LUMO, the calculation gives 0.288 hartree. The relative energy (zero: lowest compared OMol25 entry of this formula, charge and spin) is 30.88 kcal per mole. Its charge is -1.

***

Record 7
Formula: C24H17CuN5S2
Source: OMol25
Level of theory: ωB97M-V/def2-TZVPD

Geometry as XYZ:
```
49
Properties=species:S:1:pos:R:3:mulliken_charge:R:1
Cu -0.274 -1.084 -0.398 -0.25
S -4.732 2.216 4.075 -0.17
C -6.053 1.261 4.575 -0.37
C -6.018 0.017 4.027 -0.56
C -4.899 -0.170 3.182 -0.41
C -4.091 0.932 3.094 0.33
C -2.861 1.121 2.332 0.75
C -2.337 0.091 1.527 -0.23
N -1.234 0.206 0.818 -1.22
C -0.543 1.368 0.848 0.16
C -0.972 2.459 1.619 1.00
C -0.202 3.669 1.621 -1.04
C 0.928 3.772 0.891 -1.05
C 1.390 2.675 0.091 1.01
C 2.553 2.740 -0.682 -0.45
C 2.960 1.657 -1.446 0.77
C 2.147 0.508 -1.396 -0.30
N 1.051 0.419 -0.672 -1.17
C 0.657 1.478 0.069 0.19
C 4.166 1.692 -2.268 0.31
C 4.704 0.717 -3.066 -0.41
C 5.893 1.117 -3.719 -0.56
C 6.251 2.392 -3.414 -0.37
S 5.151 3.123 -2.335 -0.17
C -2.147 2.310 2.360 -0.46
H -6.781 1.682 5.251 0.44
H -6.767 -0.735 4.222 0.39
H -4.709 -1.098 2.661 0.34
H -2.847 -0.862 1.469 0.47
H -0.552 4.498 2.223 0.44
H 1.509 4.686 0.892 0.44
H 3.133 3.654 -0.680 0.46
H 2.410 -0.367 -1.977 0.48
H 4.270 -0.265 -3.191 0.34
H 6.462 0.488 -4.388 0.40
H 7.101 2.958 -3.761 0.43
H -2.496 3.140 2.962 0.46
N 1.429 -5.939 -1.364 -0.41
C 0.413 -5.050 -1.424 0.46
C 0.550 -3.731 -0.948 0.03
N -0.460 -2.871 -1.011 -0.22
C -1.615 -3.294 -1.550 0.00
C -1.724 -4.585 -2.035 -0.39
N -0.731 -5.459 -1.976 -0.53
H 2.265 -5.744 -0.846 0.20
H 1.246 -6.881 -1.663 0.25
H 1.485 -3.388 -0.526 0.37
H -2.435 -2.594 -1.588 0.46
H -2.647 -4.927 -2.486 0.36
```

As for the multiplicity: 1. The calculation puts the highest occupied orbital energy at -0.38876 hartree. For the gap between HOMO and LUMO, the calculation gives 0.264 hartree. Its charge is +1.

***

Record 8
Formula: C4H10NO
Source: OMol25
Level of theory: ωB97M-V/def2-TZVPD

Geometry as XYZ:
```
16
Properties=species:S:1:pos:R:3:mulliken_charge:R:1
C 1.740 0.775 -0.783 -1.07
C 1.139 -1.005 0.272 -0.47
N -0.027 -0.522 0.941 -0.51
C -1.004 -0.108 -0.292 -0.46
C -2.266 0.214 0.485 -0.42
O -3.401 0.448 -0.253 -0.90
H 1.945 1.381 -1.746 0.29
H 2.678 0.119 -0.684 0.22
H 1.631 1.452 0.118 0.37
H 1.154 -1.879 -0.486 0.29
H 1.923 -1.175 0.977 0.40
H 0.638 0.273 0.642 0.22
H -1.073 -1.025 -0.831 0.30
H -0.523 0.775 -0.682 0.47
H -2.408 -0.800 1.122 0.12
H -2.144 1.078 1.202 0.16
```

As for the multiplicity: 1. The calculation puts the highest occupied orbital energy at -0.07270 hartree. For the gap between HOMO and LUMO, the calculation gives 0.205 hartree. The relative energy (zero: lowest compared OMol25 entry of this formula, charge and spin) is 154.05 kcal per mole. Its charge is -1.